Entry 1:
ORCA calculation (wB97M-V/def2-TZVPD) on C22H56AsF9N7O10S as an isolated structure at a distorted geometry.

```
106
C22H56AsF9N7O10S (wB97M-V/def2-TZVPD)
H 5.49 -0.83 -4.67
H 5.51 -0.71 -1.67
H 1.27 6.61 2.65
H -4.75 -0.19 -6.50
H 3.07 -5.34 2.94
O -2.54 2.39 -1.85
N -5.46 -2.59 2.48
H -3.41 -5.23 2.97
H -2.41 3.88 -2.80
C 3.10 -5.97 2.08
N -3.72 -1.44 -3.46
O -3.95 0.40 -1.71
H 4.00 -5.71 1.50
H -4.50 -2.10 -3.57
H 1.94 0.97 5.04
N 3.66 0.27 6.17
H -1.44 4.55 -5.56
C -0.12 2.42 -3.94
F -4.36 3.55 0.25
H 1.70 6.23 0.96
H -1.86 -1.60 -2.50
H 3.52 0.90 4.10
O -2.42 -0.18 -4.97
C -5.02 -1.24 1.98
N -1.76 4.40 -3.46
F -0.56 -1.71 1.01
H 4.64 -0.12 8.49
C 5.03 -0.53 -2.64
C -4.26 2.25 0.02
O -4.85 -4.15 1.00
F 0.55 0.46 1.34
H -2.65 5.62 3.77
H 2.53 -0.57 4.56
H 8.44 -0.38 -2.27
O 2.05 -1.24 6.96
C 7.17 0.27 -3.81
H 3.21 -0.86 9.36
O 0.83 -5.09 1.52
H -5.61 -0.91 -5.26
H -3.02 5.16 -4.98
S -3.88 1.83 -1.71
H 0.66 2.75 -4.59
H 4.07 1.10 6.62
H -3.56 -3.71 3.96
H -1.00 2.13 -4.55
H 1.96 -6.99 -1.90
C -0.36 6.42 1.21
H 4.11 -1.11 -2.78
O -0.77 5.97 0.20
H -6.42 -2.79 2.13
H 3.27 -7.01 2.38
H -1.65 5.36 -3.10
H -1.28 7.56 2.79
H 1.12 7.85 1.35
H -5.87 -0.55 2.12
O -0.01 3.95 -2.05
C 1.01 6.79 1.60
H -3.93 -0.62 -2.76
C -2.28 4.39 -4.87
C 2.88 0.43 4.87
C -4.64 -0.97 -5.73
H 2.94 -5.72 -1.13
F 2.09 0.02 -0.62
H 8.83 -1.20 -3.74
H -1.63 4.63 2.68
H -4.44 -1.92 -6.24
H -2.04 -2.84 -3.72
H -2.50 -3.76 2.53
H -0.90 5.54 4.11
H -2.80 3.47 -5.12
C 3.55 -0.13 8.64
C -1.65 5.54 3.30
F -0.45 -0.12 -0.94
O 6.82 1.31 -4.12
C -3.45 -0.82 -4.79
H 0.25 1.60 -3.34
H 4.86 0.56 -2.73
H 6.45 -1.80 -3.77
C 1.79 -5.78 1.39
C 1.94 -6.18 -1.16
C -4.51 -3.76 2.02
N -1.45 6.66 2.31
As 0.76 -0.84 0.21
F 1.94 -1.60 1.36
F -5.39 1.66 0.36
H 9.21 0.54 -3.60
H 2.30 -7.51 0.32
H -4.82 -1.37 0.90
H -3.00 -2.84 -2.14
F -3.30 1.78 0.81
N 6.01 -0.88 -3.78
C 8.52 -0.25 -3.33
N 1.59 -6.77 0.22
H 4.51 -0.26 5.97
C -0.51 3.58 -3.11
H 0.67 -7.25 0.25
C 2.93 -0.56 7.32
H 1.22 -5.39 -1.32
H 3.25 0.90 8.90
F 0.97 -2.25 -0.88
C -2.59 -2.26 -2.98
C -3.43 -4.14 2.97
H -2.34 6.85 1.84
O -4.90 2.39 -2.54
H -5.55 -2.44 3.49
H -4.16 -0.84 2.48
```

Summary:
F_max   4.9 eV/A
Frontier orbital gap   9.942 eV
Net charge   +5

Entry 2:
ORCA calculation (wB97M-V/def2-TZVPD) on a 7-piece molecular cluster, C22H56N2O14 overall at a distorted geometry.

```
94
C22H56N2O14 (wB97M-V/def2-TZVPD)
C 2.20 -3.11 2.98
O -2.20 -1.11 4.59
H -0.27 5.54 3.14
C -0.92 4.98 2.47
H 0.30 -1.06 -9.17
O -5.53 -0.10 4.08
H -4.87 4.24 -1.03
C -4.47 -0.88 4.70
H 4.18 -2.29 -0.84
H -3.16 0.62 4.02
C -3.30 -0.46 3.94
H 1.95 -3.47 1.99
H 5.80 -1.43 0.97
H -0.23 2.82 2.60
H -6.60 0.81 5.57
C 0.16 1.11 -0.76
H 0.35 0.56 -1.68
C -2.82 3.59 4.45
C -0.94 -0.26 -6.19
H 1.99 -0.56 -3.41
C -0.58 0.73 -5.11
C -1.13 3.42 2.72
C 1.45 -0.41 -4.34
H -3.57 3.36 3.69
C -0.29 -1.19 -8.27
H 3.85 -2.35 -5.36
H -1.85 3.06 1.98
H 2.59 -4.33 -4.79
H 2.93 -5.56 5.00
H 2.46 -1.07 2.54
C -4.51 3.31 -1.47
H -4.44 -0.56 5.74
C -1.00 -0.81 3.92
H -0.13 2.13 -1.02
H -0.16 -2.20 -7.90
H -3.07 3.16 5.42
H -2.97 7.65 2.32
H 5.45 -2.36 -2.71
H -1.91 -0.06 -6.64
H 3.48 -5.89 -5.01
H 1.27 -1.33 -4.91
H 1.81 -5.69 3.64
H 5.59 -0.99 2.68
O 2.96 -4.09 3.63
H -1.00 -1.23 -5.69
O -0.01 -0.22 -7.24
H -0.37 5.14 1.54
H -2.72 4.65 4.65
O 0.98 0.79 1.34
H -1.27 7.47 2.27
H -0.65 0.67 -0.19
H -4.73 2.62 -0.66
H -0.20 -1.24 4.51
O -2.18 5.63 2.41
H 3.52 -1.60 3.85
H -3.20 -0.79 2.90
H -6.97 -0.92 5.24
C 3.20 -2.28 -1.33
H -4.74 -1.94 4.63
O -2.45 4.23 -0.99
O 3.34 -2.77 -2.63
C 4.54 -2.31 -3.31
H -7.36 0.27 3.99
O -1.63 3.00 3.98
C 4.69 -2.74 -4.79
H 1.99 0.21 -5.05
H 3.63 -5.18 -3.56
O 0.10 -0.01 -4.10
H -1.33 -1.08 -8.61
O 4.71 -4.14 -5.06
H -2.08 6.98 0.87
H 0.07 1.53 -5.45
C 5.07 -1.17 1.74
C -6.69 0.04 4.81
H 4.54 -1.22 -3.40
O 2.45 1.19 -0.23
N 1.31 1.11 0.21
C -2.19 6.98 1.96
H 2.90 -1.24 -1.37
C 2.22 -5.01 4.38
O 4.16 -2.18 1.92
N -3.02 3.30 -1.53
H 1.22 -2.86 3.39
H 1.40 -4.56 4.93
O -2.47 2.40 -2.14
H 5.67 -2.33 -5.04
C 3.51 -4.88 -4.60
C 3.10 -1.89 2.88
H -0.83 0.23 3.64
H -1.01 -1.30 2.94
H -1.33 1.26 -4.53
H -5.05 3.05 -2.37
H 2.61 -2.96 -0.72
H 4.68 -0.19 1.45
```

Summary:
F_max   6.1 eV/A
Frontier orbital gap (alpha / beta)   2.718 / 6.579 eV
Net charge   -1
Multiplicity   2

Entry 3:
ORCA calculation (wB97M-V/def2-TZVPD) on a 5-piece molecular cluster, C22H56N5O6 overall at a distorted geometry.

```
89
C22H56N5O6 (wB97M-V/def2-TZVPD)
O -0.08 0.41 -0.92
C -2.98 5.00 -0.58
N 1.42 2.62 1.89
H -4.54 -6.17 -2.60
C -3.46 -0.82 -2.92
H -3.44 7.36 -1.80
C 0.36 -0.53 -1.60
H 8.71 -3.57 3.03
H 0.14 -1.88 -0.04
H 0.20 1.70 0.56
C 0.69 -1.85 -0.97
H -4.97 -2.75 -1.91
H -3.43 -3.24 0.16
H -4.09 0.20 -4.71
H -2.89 3.97 -0.34
C -4.10 -3.19 -2.30
C -0.57 4.89 -1.01
O -3.46 7.83 0.33
H -1.20 7.10 -1.90
H 5.59 0.67 2.95
H -2.64 -0.14 -2.69
H 0.89 -1.24 -3.42
H 0.05 1.49 -2.99
H -5.58 -4.46 0.59
H -4.52 -1.54 -4.61
O 8.19 -2.98 2.54
O 1.62 3.66 2.44
H 0.50 -2.63 -1.69
H 5.20 -0.96 2.59
H 7.98 0.94 4.32
H -2.96 -1.01 -5.17
H 1.33 1.05 -4.17
H 0.31 5.51 -0.89
O 2.08 1.63 1.98
H -2.61 -2.10 -1.32
C -4.89 -6.23 -0.36
C 6.74 -2.22 4.45
H -0.89 7.59 -0.27
H -0.83 4.58 -2.00
C -4.64 -5.05 0.61
H 6.26 -2.85 2.39
H 8.68 -0.53 3.38
H 7.49 -2.40 5.19
H -1.78 4.68 1.46
H 4.87 -0.44 5.47
C -2.37 -4.98 -2.18
C 6.03 -0.33 2.87
H 6.55 -0.52 6.25
N -3.67 -4.49 -1.53
C 6.90 -3.02 3.20
H -3.21 5.22 -1.64
H -0.38 4.05 -0.36
C 0.36 0.73 -3.73
H -4.27 -0.47 -2.28
H 5.72 -2.38 4.88
C 5.96 -0.11 5.38
H 1.70 -2.00 -0.66
C -2.95 -2.17 -2.37
H -0.41 5.79 1.33
C -1.46 5.65 1.14
H -4.30 8.26 0.25
H -2.58 -4.66 0.29
N 0.54 -0.46 -2.91
C -1.57 7.11 -0.89
C -2.87 7.82 -0.97
H -3.75 5.44 0.05
H 6.79 -0.28 2.04
H -2.16 -2.56 -3.03
N -1.65 5.70 -0.37
H -4.10 -6.90 -0.23
H -2.46 -4.93 -3.27
H 8.52 -0.48 5.12
H -4.44 -5.32 1.61
H 6.66 -4.00 3.55
H -2.60 8.80 -1.34
H -0.43 0.67 -4.48
O 0.30 2.57 1.00
H -2.16 6.32 1.61
C 8.09 -0.13 4.23
C -3.52 -4.27 -0.02
H -5.83 -6.73 -0.12
H -2.14 -5.95 -1.85
H 5.90 0.95 5.41
H -5.68 -4.98 -1.92
H -1.58 -4.35 -1.90
C -4.81 -5.55 -1.75
C -3.73 -0.80 -4.46
N 6.70 -0.72 4.18
H -4.38 -3.64 -3.27
```

Summary:
F_max   3.1 eV/A
Frontier orbital gap   10.780 eV
Net charge   +3